The following is a quantum chemistry calculation of an isolated molecule of C5H10O, from the OMol25 dataset.

The geometry in XYZ format:
```
16
Properties=species:S:1:pos:R:3
H -1.337 0.604 0.162
H 1.123 -0.303 -1.421
H 1.136 2.196 -0.851
C -0.181 -1.822 -0.403
H 0.518 -2.369 -1.005
C 0.075 -0.430 -1.086
C 0.709 0.960 0.959
H -1.230 -2.114 -0.560
H 0.344 1.108 1.970
C 0.384 1.983 -0.093
C -0.287 0.647 -0.124
H 1.673 0.456 0.906
H -0.521 -0.407 -2.016
O 0.151 -1.979 0.957
H -0.486 -1.463 1.474
H -0.234 2.828 0.191
```

Summary:
multiplicity: 1
HOMO-LUMO gap: 10.8428 eV
E_LUMO: 1.04 eV
E_tot: -271.697317 hartree
SMILES string: OCCC1CC1
net charge: 0
E_HOMO: -9.8 eV
max |F|: 0.0293 hartree/bohr